Below is a cluster of 11 separate species, C36H97F6N5O15P in total, with properties calculated with wB97M-V/def2-TZVPD.

Calculated values
- HOMO energy (alpha / beta): 2.39 / -4.20 eV
- LUMO (alpha / beta): 3.67 / 3.66 eV
- Strongest force on any atom: 3.3 eV/A

Structure (ORCA input):
```
! RIJCOSX wB97M-V def2-TZVPD def2/J DEFGRID3
* xyz -2 2
P 23.35025 20.87939 -5.11278
F 24.15298 21.31800 -6.50880
F 23.62846 22.33071 -4.47017
F 21.98052 21.26397 -5.82449
F 22.80335 20.53724 -3.60581
F 23.17034 19.36417 -5.57671
F 24.73320 20.46380 -4.40640
C 26.94081 27.58043 -4.04379
O 25.51938 27.54011 -4.31181
C 24.92251 26.55712 -3.59543
C 23.80006 25.83511 -4.41967
N 22.70626 26.80648 -4.52664
C 21.61219 26.18751 -5.28980
C 20.51753 27.24336 -5.33980
O 20.87255 28.36499 -6.20631
C 19.81347 29.32815 -6.28888
H 27.28734 28.41360 -4.65522
H 27.42818 26.67782 -4.41241
H 27.22885 27.84157 -3.02550
H 24.69301 26.98240 -2.61841
H 25.61165 25.74041 -3.38055
H 23.46409 24.93546 -3.90406
H 24.08506 25.49009 -5.41357
H 23.15101 27.61898 -4.92931
H 21.36785 25.31912 -4.67801
H 21.88117 25.83722 -6.28632
H 20.25423 27.60726 -4.34665
H 19.60153 26.76418 -5.68536
H 18.88278 28.88636 -6.64488
H 20.27605 30.08938 -6.91709
H 19.57817 29.87453 -5.37554
C 16.20209 22.03430 -8.12492
O 16.30455 21.32947 -6.94472
C 17.62470 21.16874 -6.40820
C 18.44871 19.95017 -6.84776
N 18.96364 20.02537 -8.18835
C 19.88613 21.06726 -8.55664
C 19.75117 21.39600 -10.05878
O 18.44205 21.73402 -10.42472
C 18.36410 21.90636 -11.78490
H 16.31171 21.37349 -8.98481
H 16.96336 22.81354 -8.16167
H 15.18912 22.43597 -8.15058
H 17.44441 20.87290 -5.37472
H 18.19665 22.09640 -6.42870
H 17.80882 19.07416 -6.74177
H 19.26817 19.69248 -6.17680
H 18.16879 20.10113 -8.80688
H 20.85873 20.81377 -8.13488
H 19.53694 21.95402 -8.02765
H 20.13956 20.52176 -10.58124
H 20.48721 22.16748 -10.28496
H 18.61067 21.11522 -12.49301
H 19.00221 22.74174 -12.07311
H 17.41115 22.36610 -12.04685
C 28.38463 15.51234 -0.20034
O 28.60837 16.75245 -0.84937
C 27.89896 17.86365 -0.23788
C 28.25775 19.23003 -0.94258
N 27.55297 20.42837 -0.40057
C 28.01268 21.49223 -1.20233
C 27.36485 22.89301 -0.97092
O 25.98714 22.95360 -0.76707
C 25.14173 22.57324 -1.90644
H 27.34417 15.39006 0.10065
H 28.94882 15.52760 0.73216
H 28.53240 14.68980 -0.90012
H 28.15779 17.89475 0.82048
H 26.83744 17.62396 -0.29975
H 28.11227 19.19157 -2.02214
H 29.28975 19.51189 -0.73369
H 26.57405 20.39335 -0.64670
H 27.66574 21.24912 -2.20664
H 29.10170 21.50323 -1.24714
H 27.73104 23.50393 -1.79601
H 27.89415 23.12145 -0.04585
H 25.13013 21.48726 -1.81371
H 25.40968 22.91056 -2.90770
H 24.13772 22.96080 -1.73357
C 26.69150 24.90910 -9.90182
O 25.26023 24.71170 -10.00231
C 24.67583 23.72661 -9.10167
C 23.15738 23.82658 -9.23982
N 22.72507 23.92484 -10.62090
C 21.59970 24.84708 -10.92214
C 21.53432 24.80310 -12.50713
O 22.69592 25.32360 -13.15894
C 22.74705 25.30074 -14.51032
H 26.91928 25.45658 -8.98723
H 26.96130 25.51812 -10.76460
H 27.34125 24.03393 -9.90303
H 25.01349 23.68037 -8.06632
H 25.07763 22.83229 -9.57795
H 22.97499 24.68375 -8.59168
H 22.70210 22.92789 -8.82367
H 23.56259 24.20819 -11.10913
H 21.77469 25.88329 -10.63272
H 20.69208 24.48567 -10.43871
H 20.70558 25.34845 -12.95865
H 21.34946 23.79471 -12.87737
H 21.91740 25.76098 -15.04695
H 22.72766 24.25168 -14.80559
H 23.57798 25.79097 -15.01760
C 22.55880 14.37557 -6.81062
O 21.82845 15.53562 -7.27664
C 22.63455 16.68872 -7.40274
C 21.74715 17.86646 -7.88962
N 20.68783 17.65084 -8.95427
C 21.22497 18.04145 -10.27252
C 21.97060 16.78045 -10.73298
O 21.38113 15.60310 -10.34738
C 22.10616 14.53307 -11.03987
H 23.40530 14.03980 -7.40960
H 21.94474 13.47819 -6.73484
H 22.91843 14.65237 -5.81958
H 23.26996 16.47472 -8.26213
H 23.20200 16.89608 -6.49549
H 22.35717 18.73733 -8.12957
H 21.27441 18.23310 -6.97848
H 19.95409 18.31547 -8.75431
H 21.89003 18.90501 -10.28047
H 20.33234 18.23531 -10.86728
H 23.00224 16.83739 -10.38572
H 21.94335 16.86694 -11.81920
H 21.77280 13.56120 -10.67596
H 23.17270 14.61634 -10.83091
H 21.75332 14.50683 -12.07084
C 28.22859 20.58116 -6.17670
O 27.25953 20.13049 -5.22457
H 29.08637 20.99538 -5.64686
H 28.50512 19.80749 -6.89299
H 27.90524 21.40259 -6.81607
H 26.35387 20.39690 -5.39891
C 20.10858 21.50876 -2.13833
O 18.76777 21.11349 -1.80253
H 20.29182 21.90420 -3.13740
H 20.44240 22.30953 -1.47845
H 20.81051 20.69224 -1.96899
H 18.27789 21.93895 -1.81784
C 24.43184 17.46637 -3.11538
O 23.78907 18.42331 -2.25155
H 25.08496 18.08948 -3.72635
H 25.17972 16.94966 -2.51390
H 23.75774 16.81307 -3.66934
H 23.79991 19.26032 -2.72155
C 19.61795 18.09586 -3.72884
O 20.56470 17.89138 -4.81451
H 19.33212 17.13353 -3.30418
H 20.05863 18.64365 -2.89588
H 18.64217 18.53165 -3.94341
H 21.30305 18.46716 -4.60255
C 27.05209 20.99916 -10.42216
C 25.93628 20.08869 -9.71473
O 25.17077 19.42930 -10.65979
H 26.51515 21.74181 -11.01231
H 27.60284 20.39448 -11.14267
H 27.68170 21.62989 -9.79457
H 25.27310 20.64046 -9.04851
H 26.44293 19.26756 -9.20763
H 24.49527 20.09948 -10.78688
*
```

Löwdin population analysis, charges in e, atoms 1 to 6: 0.196, -0.179, -0.159, -0.118, -0.179, -0.119